Entry 1:
This record from the Open Molecules 2025 dataset describes C23H15BrCl3N3O10PtS3 as an isolated structure. The level of theory is ωB97M-V/def2-TZVPD.

Cartesian coordinates (Å):
Pt1 -0.958 1.432 -1.417
C1 0.606 1.655 -0.501
O1 -0.426 -1.613 1.589
C2 -1.326 -2.450 1.932
C3 -2.263 -2.267 2.965
C4 -3.247 -3.226 3.194
Br1 -4.514 -2.890 4.600
C5 -3.364 -4.383 2.476
C6 -2.412 -4.623 1.458
C7 -1.421 -3.691 1.199
O2 -0.498 -3.916 0.232
C8 -2.516 -5.870 0.696
N1 -3.383 -6.835 0.928
C9 -3.123 -7.786 -0.035
C10 -3.732 -9.018 -0.270
C11 -3.263 -9.793 -1.317
C12 -2.202 -9.363 -2.126
C13 -1.582 -8.143 -1.909
C14 -2.062 -7.367 -0.861
N2 -1.699 -6.141 -0.368
H1 -0.956 1.799 2.092
H2 1.419 2.368 -0.617
H3 2.112 -1.322 -0.316
H4 -2.232 -1.352 3.542
H5 -4.127 -5.119 2.675
H6 0.259 -3.289 0.316
H7 -4.549 -9.349 0.358
H8 -3.722 -10.755 -1.518
H9 -1.859 -9.997 -2.934
H10 -0.760 -7.808 -2.529
H11 -0.948 -5.520 -0.644
Cl1 4.518 1.064 2.858
C15 3.146 0.000 2.775
Cl2 0.773 0.416 0.567
Cl3 3.593 -1.498 3.427
C16 2.761 -2.253 -0.344
O3 3.978 -2.047 -0.500
O4 2.097 -3.301 -0.198
O5 -0.191 0.041 -3.272
S1 -0.256 1.192 -4.179
O6 0.822 2.139 -4.014
O7 -0.621 0.851 -5.526
S2 -1.983 2.230 -3.265
O8 -3.353 4.829 4.923
S3 -3.539 3.426 4.696
O9 -3.830 2.573 5.805
N3 -2.235 2.839 3.844
C17 -2.605 2.530 2.659
O10 -1.801 2.089 1.711
C18 -4.029 2.693 2.298
C19 -4.671 2.393 1.111
C20 -6.044 2.605 1.060
C21 -6.736 3.097 2.163
C22 -6.080 3.395 3.354
C23 -4.720 3.182 3.388
H12 -4.122 2.000 0.266
H13 -6.584 2.373 0.152
H14 -7.806 3.240 2.096
H15 -6.615 3.770 4.216

Results
net charge: -2
highest occupied orbital energy (alpha / beta): -0.0777 / -0.0776 Eh
ΔE to the lowest compared entry with this formula, charge and spin: 707.8 kJ/mol

=====

Entry 2:
This record from the Open Molecules 2025 dataset describes the molecule C13H21O5P at a distorted geometry. The level of theory is ωB97M-V/def2-TZVPD.

Cartesian coordinates (Å):
C1 -3.299 -2.901 0.474
C2 -3.368 -1.450 0.016
C3 -2.897 -0.498 1.122
C4 -2.996 0.938 0.657
O1 -3.900 1.680 0.978
C5 -1.916 1.373 -0.222
C6 -1.654 2.606 -0.779
C7 -0.450 2.470 -1.493
C8 -0.056 1.166 -1.333
C9 1.144 0.427 -1.781
P1 1.990 -0.291 -0.309
O2 3.290 -0.928 -0.540
O3 1.962 1.001 0.630
C10 2.735 0.987 1.830
C11 4.162 1.438 1.567
O4 0.954 -1.267 0.442
C12 1.091 -2.670 0.274
C13 0.508 -3.136 -1.049
O5 -0.934 0.506 -0.573
H1 -2.283 -3.163 0.758
H2 -3.947 -3.061 1.332
H3 -3.618 -3.568 -0.324
H4 -2.741 -1.314 -0.868
H5 -4.395 -1.199 -0.260
H6 -3.530 -0.622 2.002
H7 -1.861 -0.727 1.378
H8 -2.257 3.483 -0.672
H9 0.064 3.228 -2.049
H10 0.886 -0.390 -2.459
H11 1.846 1.091 -2.281
H12 2.224 1.672 2.514
H13 2.729 -0.019 2.262
H14 4.723 1.448 2.497
H15 4.164 2.436 1.137
H16 4.633 0.753 0.868
H17 0.557 -3.117 1.118
H18 2.151 -2.936 0.328
H19 -0.506 -2.761 -1.166
H20 1.124 -2.766 -1.867
H21 0.493 -4.222 -1.085

Results
highest occupied orbital energy: -0.3226 Eh
ΔE to the lowest compared entry with this formula, charge and spin: 24.8 kJ/mol
SMILES string: CCCC(=O)c1ccc(CP(=O)(OCC)OCC)o1

=====

Entry 3:
This record from the Open Molecules 2025 dataset describes C12H7BrN2O6W as an isolated structure at a distorted geometry. The level of theory is ωB97M-V/def2-TZVPD.

Cartesian coordinates (Å):
W1 -0.493 0.783 0.385
O1 5.605 0.985 -0.082
C1 4.300 0.897 -0.043
C2 3.497 0.579 -1.158
C3 2.142 0.533 -0.980
N1 1.575 0.790 0.206
C4 2.334 1.048 1.287
C5 3.692 1.112 1.219
C6 1.494 1.187 2.512
O2 1.806 1.408 3.617
O3 0.141 0.972 2.117
C7 1.115 0.103 -1.996
O4 1.342 -0.183 -3.119
O5 -0.102 0.021 -1.388
H1 5.984 0.832 -0.961
H2 3.915 0.353 -2.132
H3 4.294 1.315 2.096
O6 -5.835 -1.785 -0.103
C8 -4.578 -1.440 -0.026
C9 -3.523 -2.189 -0.612
C10 -2.233 -1.773 -0.501
N2 -1.950 -0.653 0.242
C11 -2.981 0.017 0.722
Br1 -1.039 2.934 -0.376
C12 -4.298 -0.237 0.679
H4 -5.989 -2.611 -0.588
H5 -3.741 -3.091 -1.170
H6 -1.398 -2.277 -0.967
H7 -5.076 0.370 1.119

Results
net charge: +2
highest occupied orbital energy (alpha / beta): -0.5846 / -0.6332 Eh
ΔE to the lowest compared entry with this formula, charge and spin: 100.6 kJ/mol
spin multiplicity: 3